Entry A
A 21-piece molecular cluster, C2H44O22 overall. Source: OMol25; level of theory: ωB97M-V/def2-TZVPD.

Highest occupied orbital energy = -3.2 eV
HOMO-LUMO gap = 7.53 eV

Geometry as ORCA input:
```
! RIJCOSX wB97M-V def2-TZVPD def2/J DEFGRID3
* xyz -2 1
O -0.32900 -2.34600 -20.75100
C -1.52900 -1.86400 -20.32300
C -1.62200 -1.61400 -18.88000
O -2.89600 -1.18100 -18.43300
H -2.32700 -2.56000 -20.59900
H -1.78100 -0.97900 -20.83300
H -0.85700 -0.83400 -18.77800
H -1.28600 -2.49000 -18.33900
O 1.70500 -1.36800 -18.94500
H 1.16500 -1.05100 -18.21800
H 0.94700 -1.82100 -19.30400
O -2.86200 -2.94300 -16.44200
H -2.96300 -2.24600 -17.12600
H -3.58400 -2.63500 -15.81200
O -2.68200 1.16600 -22.73700
H -2.15900 0.41000 -22.90900
H -2.26500 1.96100 -23.12700
O -3.68600 -4.65300 -21.74900
H -4.52800 -4.88300 -22.13300
H -3.90200 -4.44700 -20.81500
O -2.21800 1.25000 -19.83900
H -2.39800 0.35300 -19.49700
H -2.36900 1.22900 -20.78300
O -1.40300 -1.42700 -23.42600
H -1.17300 -1.69700 -22.54500
H -2.30500 -1.83300 -23.51500
O 0.18400 0.41000 -21.07600
H -0.03000 -0.51500 -21.03200
H -0.52200 0.72700 -20.49300
O -0.44200 -4.19500 -16.84100
H -0.07800 -4.09700 -17.71000
H -1.15900 -3.55600 -16.76400
O 1.11500 1.97000 -18.19700
H 0.20600 1.93600 -18.41900
H 1.23200 1.11900 -17.80100
O 0.83800 -0.33100 -16.30300
H -0.07500 -0.04100 -16.45200
H 1.21800 0.36200 -15.76300
O -1.15200 -4.71100 -21.87400
H -1.00500 -3.87500 -21.38300
H -2.11100 -4.76400 -21.83700
O -3.71900 2.28600 -17.14500
H -3.26900 1.43600 -17.01500
H -4.45300 2.35200 -16.56000
O -4.53700 -1.06700 -20.57400
H -3.79300 -1.08400 -19.95100
H -4.74300 -0.13700 -20.52300
O -1.64700 0.53600 -16.56700
H -1.95500 -0.04100 -17.29400
H -1.94900 0.15800 -15.76600
O -3.81900 -2.39500 -23.01800
H -4.24500 -1.84600 -22.32600
H -3.91500 -3.31800 -22.73200
O 1.88100 -2.09000 -22.03000
H 1.04000 -2.21800 -21.59000
H 1.79500 -1.81300 -22.96800
O 0.54500 -4.32100 -19.49600
H -0.00700 -3.70600 -19.97000
H 0.37600 -5.20500 -19.76200
O -5.28000 -0.82000 -17.59000
H -4.41200 -0.93500 -17.95300
H -5.17300 -0.21300 -16.85700
O -2.33200 -5.70100 -18.41500
H -2.11500 -6.63100 -18.54200
H -1.82100 -5.31000 -17.66900
O -4.19900 -3.92700 -19.27800
H -3.72300 -3.10200 -19.39700
H -3.65100 -4.53400 -18.80300
*
```


Entry B
A 21-piece molecular cluster, C2H44O22 overall. Source: OMol25; level of theory: ωB97M-V/def2-TZVPD.

Highest occupied orbital energy = -3.4 eV
HOMO-LUMO gap = 7.68 eV

Geometry as ORCA input:
```
! RIJCOSX wB97M-V def2-TZVPD def2/J DEFGRID3
* xyz -2 1
O -0.66487 -1.66466 -0.78232
C -0.53512 -0.31202 -0.84553
C 0.08686 0.08671 0.52331
O 0.55071 1.38364 0.63307
H -1.48987 0.09675 -0.87150
H 0.06510 -0.13907 -1.67733
H 0.99975 -0.44628 0.50286
H -0.59029 -0.08889 1.36178
O -1.65493 1.26015 -3.67701
H -2.03556 0.38909 -3.95355
H -2.31073 1.51789 -2.99018
O 2.54498 -1.93583 3.16466
H 2.60535 -1.93268 2.19809
H 2.58996 -0.98078 3.38177
O 1.30311 0.33158 -4.11590
H 1.61005 0.80370 -3.35771
H 0.64024 -0.24176 -3.77558
O 0.88341 3.72511 1.61581
H 1.06567 2.82935 1.31730
H 0.48563 4.01102 0.81592
O 1.52129 -3.29272 -1.33139
H 0.71818 -2.81996 -1.09125
H 2.13021 -3.15496 -0.63510
O -2.23452 1.80878 2.97001
H -1.33009 1.97882 3.13189
H -2.27419 1.84595 1.98600
O 3.43932 -1.84816 0.44687
H 3.26185 -1.19799 -0.23256
H 4.18941 -2.41303 0.22010
O 0.21286 -2.77055 1.40261
H 0.95076 -3.33580 1.23272
H 0.03998 -2.14192 0.60714
O -1.68538 -4.15994 -0.53183
H -1.18717 -4.65301 0.14788
H -1.27423 -3.28147 -0.53636
O 0.72362 0.90370 3.39531
H 0.61920 0.82375 2.44889
H 0.53506 0.12448 3.86699
O -0.19855 4.41668 -0.74136
H -0.10151 3.52811 -0.96842
H -1.06268 4.76029 -0.97328
O 1.61251 2.38461 -1.42037
H 2.27335 2.91783 -1.01774
H 1.09427 1.94477 -0.62433
O -3.49969 1.80596 -1.98535
H -4.37442 2.10519 -1.76531
H -3.00874 2.06746 -1.18284
O -3.03558 -1.98537 -1.75249
H -2.25481 -1.75592 -1.22573
H -3.68832 -1.43241 -1.29290
O -1.95543 2.43679 0.30688
H -1.75550 3.31801 0.64331
H -1.13101 2.01943 0.39239
O 3.12795 0.92136 1.39437
H 2.21134 0.96746 1.23970
H 3.14536 0.92477 2.35067
O 2.62148 -0.34251 -1.50274
H 1.77813 -0.57442 -1.10250
H 2.84924 0.53177 -1.22587
O -0.23757 -1.86151 -3.37648
H 0.49317 -2.44271 -3.45297
H -0.41904 -1.57211 -2.41819
O -2.97855 -0.69263 1.32246
H -3.44825 0.15193 1.22429
H -2.20518 -0.45547 0.80993
O -0.05555 -1.64112 4.13576
H -0.91408 -1.60553 3.71530
H 0.61206 -1.94966 3.52791
*
```


entry A comes first in stability; the runner-up is 20.1 kcal/mol higher.


Entry A
C3H8FN as an isolated structure. Source: OMol25; level of theory: ωB97M-V/def2-TZVPD.

Highest occupied orbital energy = -8.6 eV
HOMO-LUMO gap = 8.93 eV

Geometry as ORCA input:
```
! RIJCOSX wB97M-V def2-TZVPD def2/J DEFGRID3
* xyz 0 1
C -2.21502 -0.17584 0.01835
C -0.04691 0.73435 -0.21382
C 1.41064 0.48222 0.37587
H -2.58391 -1.52347 -0.48861
H -3.04600 0.12402 1.13502
H -2.34005 1.31995 -0.94571
H -0.40089 -1.23718 -0.05210
H 0.18054 0.51028 -1.41436
H -0.09700 2.03046 -0.32443
H 1.58193 0.43809 1.50802
H 2.35749 1.05608 -0.18943
N -0.81682 -0.27711 0.24134
F 1.68594 -0.78032 -0.22223
*
```


Entry B
C3H8FN as an isolated structure. Source: OMol25; level of theory: ωB97M-V/def2-TZVPD.

Highest occupied orbital energy = -9.4 eV
HOMO-LUMO gap = 10.31 eV

Geometry as ORCA input:
```
! RIJCOSX wB97M-V def2-TZVPD def2/J DEFGRID3
* xyz 0 1
C -0.43810 -0.53183 0.65966
C 0.44252 0.44165 -0.06452
C 1.15436 -0.14357 -1.38191
H -1.84689 0.99625 1.94043
H -2.88700 -0.25256 0.91791
H 0.30978 -1.01250 1.41349
H -0.68940 -1.48088 -0.11491
H 1.37297 0.64242 0.89034
H -0.17215 1.57382 -0.06466
H 0.51012 -0.40792 -2.27483
H 1.90199 -1.10389 -1.17848
N -1.70935 0.34794 0.95310
F 2.05116 0.93105 -1.69563
*
```


entry B comes first in stability; the runner-up is 69.3 kcal/mol higher.


Entry A
An isolated molecule of C4H5NO3S. Source: OMol25; level of theory: ωB97M-V/def2-TZVPD.

Highest occupied orbital energy = -10.2 eV
SMILES string = COC1=NC=CS1(=O)=O
HOMO-LUMO gap = 9.71 eV

Geometry as ORCA input:
```
! RIJCOSX wB97M-V def2-TZVPD def2/J DEFGRID3
* xyz 0 1
C -0.45812 -1.91934 0.11517
C -1.73070 -1.58333 0.05335
C 0.00825 0.23492 -0.13252
C 2.21222 1.53819 -0.07808
N 0.53338 -0.88881 -0.03104
O -2.38185 0.61480 -1.32813
O -2.35718 0.55649 1.10342
O 0.79291 1.50845 -0.07832
S -1.79601 0.15756 -0.11233
H -0.11840 -2.80783 0.43984
H -2.59730 -2.20909 0.14926
H 2.66118 1.48415 0.91652
H 2.55826 2.57292 -0.31273
H 2.67338 0.74092 -0.70441
*
```


Entry B
An isolated molecule of C4H5NO3S. Source: OMol25; level of theory: ωB97M-V/def2-TZVPD.

Highest occupied orbital energy = -9.6 eV
HOMO-LUMO gap = 9.69 eV

Geometry as ORCA input:
```
! RIJCOSX wB97M-V def2-TZVPD def2/J DEFGRID3
* xyz 0 1
C -0.02907 1.17454 -1.46876
C 0.33337 -2.01526 0.60979
C 0.46735 0.64549 0.84034
C -0.37721 -0.71585 0.60094
N 0.60200 1.48731 -0.35233
O 1.49719 -2.20971 0.73976
O -2.38247 -0.06890 -1.08772
O 0.00899 1.80412 -2.50254
S -1.01590 -0.44560 -1.26028
H -0.54099 -2.77278 0.53695
H -0.07252 1.12770 1.56539
H 1.52023 0.37730 1.21816
H -1.25106 -0.58916 1.09879
H 1.24010 2.20079 -0.53850
*
```


entry B comes first in stability; the runner-up is 29.5 kcal/mol higher.


Entry A
An isolated molecule of C2H3O2P. Source: OMol25; level of theory: ωB97M-V/def2-TZVPD.

Highest occupied orbital energy = -9.4 eV
SMILES string = O=CCP=O
HOMO-LUMO gap = 8.62 eV

Geometry as ORCA input:
```
! RIJCOSX wB97M-V def2-TZVPD def2/J DEFGRID3
* xyz 0 1
C -0.17793 1.22225 -0.02506
C 0.68404 0.00312 0.01438
O 0.24325 2.34233 0.00779
O 3.22449 -0.80920 -0.00951
P 2.53490 0.47233 0.00168
H -1.26525 1.01690 -0.08585
H 0.46478 -0.57645 0.91843
H 0.45704 -0.65523 -0.83162
*
```


Entry B
An isolated molecule of C2H3O2P. Source: OMol25; level of theory: ωB97M-V/def2-TZVPD.

Highest occupied orbital energy = -9.0 eV
SMILES string = C=COP=O
HOMO-LUMO gap = 7.77 eV

Geometry as ORCA input:
```
! RIJCOSX wB97M-V def2-TZVPD def2/J DEFGRID3
* xyz 0 1
C -0.06591 0.02107 0.52908
C -0.38097 -1.23279 1.06461
O 0.34190 0.50639 -0.70168
O 0.48666 1.48967 -3.16148
P 0.88488 1.91666 -1.82769
H -0.41095 0.79993 1.33197
H -0.73242 -1.27095 2.13687
H -0.12320 -2.22999 0.62833
*
```


entry A comes first in stability; the runner-up is 17.6 kcal/mol higher.